Entry 1:
Below is a molecular structure, C2H3FKO2 at a distorted geometry, with properties calculated with ωB97M-V/def2-TZVPD.

Structure (XYZ):
```
9
Properties=species:S:1:pos:R:3:mulliken_charge:R:1
C -0.9652 -0.7843 -0.2515 -0.544
C -1.2800 0.3131 0.4491 0.049
H -1.3885 -1.7313 0.0856 0.252
H -0.6434 -0.6787 -1.2931 0.205
F -0.6802 1.5067 0.1495 -0.277
H -1.7956 0.3691 1.4061 0.300
O 2.8465 -0.2433 0.4075 -0.489
O 2.0436 -0.5920 -0.6021 -0.413
K 1.8627 1.8406 -0.3509 0.918
```

Calculated values
largest force on an atom	2.150	eV Å⁻¹
2S+1	2
relative energy (zero: lowest compared OMol25 entry of this formula, charge and spin)	1.706	eV
⟨S²⟩	0.756
DFT total energy	-928.13449	hartree
net charge	0



Entry 2:
Below is C3H9N3 in the gas phase at a distorted geometry, with properties calculated with ωB97M-V/def2-TZVPD.

Structure (XYZ):
```
15
Properties=species:S:1:pos:R:3:mulliken_charge:R:1
C 1.4982 1.4781 1.2472 -0.436
N 0.8640 1.0274 0.2015 -0.614
N 0.0453 -0.0717 0.3617 0.523
N -0.2457 -0.7023 1.5617 -0.666
C -1.0109 -0.2565 -0.7133 -0.357
C -0.3604 -0.6292 -2.0395 -0.929
H 2.2033 2.2443 1.1140 0.271
H 1.5186 1.0713 2.2193 0.324
H 0.4334 -1.3057 2.0777 0.207
H -1.0729 -0.2870 1.9350 0.211
H -1.6272 0.6349 -0.9053 0.278
H -1.7189 -1.0241 -0.3125 0.336
H -1.0185 -0.2457 -2.7707 0.335
H 0.7590 -0.2396 -1.9281 0.242
H -0.2673 -1.6942 -2.0489 0.276
```

Calculated values
largest force on an atom	3.539	eV Å⁻¹
relative energy (zero: lowest compared OMol25 entry of this formula, charge and spin)	3.638	eV
DFT total energy	-283.84941	hartree
net charge	0
SMILES	C=NN(N)CC